86
Properties=species:S:1:pos:R:3:forces:R:3 method="wB97M-V/def2-TZVPD" multiplicity=3 orbital_gap_ha="0.32043 / 0.31140" e_lumo_ev="0.54 / 0.29"
C 2.433 -2.555 -2.067 0.11 0.21 -0.88
C 1.559 -1.806 -3.091 0.62 0.05 0.54
C 0.297 -1.228 -2.506 -0.41 -0.11 -0.18
C -0.692 -2.297 -2.005 -0.08 0.70 -0.23
Si -2.526 -1.909 -2.249 -0.05 -0.59 1.52
C -3.270 -1.222 -0.640 0.34 0.39 -1.27
P -2.901 -0.401 -3.853 0.06 0.07 -0.49
S -2.177 -0.892 -5.606 0.11 -0.13 -0.12
B -3.471 -3.605 -2.782 -0.71 -0.53 -0.03
N -3.023 -4.903 -2.327 0.99 0.81 0.02
O -4.581 -3.550 -3.622 0.80 0.06 -0.85
H 2.842 -3.430 -2.552 0.09 -0.47 0.15
H 3.291 -1.944 -1.825 0.18 0.22 0.42
H 1.904 -2.839 -1.169 -0.14 -0.13 0.23
H 1.350 -2.449 -3.939 -0.34 -0.13 -0.17
H 2.145 -0.981 -3.476 0.17 0.19 -0.27
H 0.534 -0.561 -1.685 0.19 0.20 0.26
H -0.145 -0.597 -3.271 -0.23 0.10 -0.23
H -0.542 -2.414 -0.937 -0.11 -0.21 0.32
H -0.471 -3.259 -2.451 0.05 -0.25 -0.25
H -4.289 -0.940 -0.872 -0.43 -0.08 0.25
H -2.747 -0.300 -0.416 0.16 0.18 0.45
H -3.219 -1.920 0.180 -0.04 -0.13 0.28
H -2.445 0.842 -3.360 -0.19 0.00 0.03
H -4.300 -0.224 -3.874 0.05 0.15 0.24
H -2.581 -5.452 -3.061 -0.62 -0.43 0.02
H -2.310 -4.801 -1.610 0.02 -0.17 -0.04
H -4.302 -3.783 -4.527 -0.57 0.08 0.27
C 6.783 1.257 1.351 0.14 0.22 -0.15
C 6.417 0.082 0.401 -0.06 0.82 1.27
C 7.265 -1.166 0.694 0.28 -0.32 -0.33
C 8.674 -1.161 0.101 -0.06 0.07 0.03
C 8.637 -0.779 -1.375 -0.10 -0.37 0.23
C 7.926 0.552 -1.608 1.00 1.06 -0.08
N 6.549 0.515 -1.024 0.15 -1.80 -0.28
O 5.781 -0.184 -1.784 -0.51 0.40 -0.17
C 8.778 1.687 -1.010 -0.06 0.02 0.20
C 7.840 0.848 -3.100 -0.31 -0.16 -0.21
C 4.968 -0.263 0.732 -0.30 -0.21 -0.37
H 7.258 2.089 0.841 0.02 -0.07 -0.02
H 5.889 1.681 1.806 -0.06 -0.13 0.03
H 7.446 0.938 2.157 0.01 -0.03 -0.02
H 6.741 -2.043 0.301 -0.07 0.08 -0.10
H 7.323 -1.305 1.774 -0.11 0.06 0.04
H 9.326 -0.487 0.663 -0.02 0.06 -0.04
H 9.109 -2.157 0.207 0.00 0.01 0.04
H 9.651 -0.719 -1.775 0.00 0.11 -0.04
H 8.129 -1.569 -1.938 -0.11 0.08 -0.01
H 8.278 2.650 -1.125 -0.02 -0.01 0.00
H 9.729 1.741 -1.539 -0.04 -0.06 -0.11
H 9.018 1.549 0.041 -0.02 -0.01 -0.02
H 7.355 0.045 -3.652 -0.08 0.01 0.07
H 8.845 0.966 -3.504 0.07 0.02 0.09
H 7.290 1.772 -3.283 -0.03 -0.01 0.02
H 4.293 0.553 0.472 0.05 0.03 -0.03
H 4.888 -0.439 1.805 0.11 0.06 0.06
H 4.620 -1.164 0.229 0.06 0.06 -0.11
C -6.329 2.683 4.884 -0.19 -0.18 0.00
C -5.386 2.410 3.678 -0.45 0.65 1.30
C -5.544 3.473 2.578 -0.09 -0.06 -0.53
C -6.735 3.283 1.640 0.01 -0.03 0.08
C -6.788 1.849 1.119 0.25 0.34 -0.13
C -6.799 0.827 2.253 -1.41 -0.39 0.30
N -5.618 1.032 3.147 0.83 0.76 -1.48
O -4.551 0.598 2.571 0.11 -0.58 0.31
C -8.132 0.949 3.015 0.04 0.17 0.20
C -6.787 -0.591 1.698 0.42 -0.16 -0.14
C -3.969 2.541 4.226 0.31 -0.27 -0.18
H -7.111 1.939 4.994 0.01 0.02 -0.08
H -5.776 2.651 5.823 0.12 0.07 -0.05
H -6.806 3.661 4.815 0.01 0.00 -0.04
H -4.637 3.475 1.965 0.03 -0.13 0.04
H -5.596 4.457 3.046 0.05 -0.02 0.11
H -7.668 3.550 2.142 -0.01 -0.06 0.02
H -6.639 3.971 0.798 -0.01 0.03 0.02
H -7.677 1.707 0.501 -0.05 -0.09 0.05
H -5.926 1.667 0.469 0.06 -0.06 0.11
H -8.160 0.261 3.861 0.02 -0.01 0.00
H -8.953 0.689 2.347 0.07 -0.07 -0.09
H -8.339 1.951 3.382 0.03 -0.02 0.00
H -5.939 -0.770 1.040 0.06 0.03 0.10
H -7.694 -0.762 1.119 -0.07 0.09 0.03
H -6.761 -1.325 2.505 0.04 0.02 0.01
H -3.751 1.752 4.947 -0.03 -0.01 0.00
H -3.878 3.502 4.732 -0.11 0.03 0.03
H -3.216 2.504 3.442 -0.04 -0.09 -0.01